1.
15
Properties=species:S:1:pos:R:3:mulliken_charge:R:1 method="wB97M-V/def2-TZVPD" lumo_ev=-4.003 energy_ev=-6803.39189 orbital_gap_ha=0.4244 e_above_lowest_ev=0.919 total_charge=+1 molar_mass_da=76.1
O -2.067 -0.683 0.561 -0.4760
C -0.951 -0.296 0.757 0.2212
C 0.234 -1.128 0.270 -0.5057
N -0.339 -2.174 -0.641 -0.3321
H -0.683 0.632 1.279 0.4064
H 0.947 -0.515 -0.275 0.2877
H 0.721 -1.630 1.105 0.3041
H 0.117 -3.082 -0.547 0.3594
H -1.336 -2.288 -0.382 0.3701
H -0.337 -1.916 -1.629 0.3376
C 0.735 2.608 -0.095 -1.0853
H 1.388 1.771 -0.340 0.2115
H -0.238 2.508 -0.574 0.2914
H 1.201 3.513 -0.473 0.3192
H 0.610 2.680 0.983 0.2905



2.
15
Properties=species:S:1:pos:R:3:mulliken_charge:R:1 method="wB97M-V/def2-TZVPD" lumo_ev=-4.562 energy_ev=-6803.13098 orbital_gap_ha=0.4121 e_above_lowest_ev=1.180 total_charge=+1 molar_mass_da=76.1
C -1.430 -0.468 -0.141 -0.2452
O -0.574 -0.774 1.041 -0.5292
C -0.704 -0.914 -1.374 -1.0165
H -2.343 -1.035 0.028 0.3754
H -1.623 0.603 -0.109 0.2624
H -1.108 -0.718 1.839 0.3254
H -1.319 -1.197 -2.228 0.3561
H -0.068 -0.122 -1.774 0.3094
H -0.120 -1.817 -1.184 0.3083
C 1.572 1.705 0.727 -0.1069
N 1.575 0.443 0.617 -0.1573
H 2.510 2.228 0.562 0.2725
H 0.673 2.251 0.985 0.2478
H 0.592 -0.172 0.829 0.3396
H 2.369 -0.012 0.183 0.2581



3.
15
Properties=species:S:1:pos:R:3:mulliken_charge:R:1 method="wB97M-V/def2-TZVPD" lumo_ev="-3.699 / -5.960" energy_ev=-6798.82612 orbital_gap_ha="0.3984 / 0.1503" e_above_lowest_ev=5.485 total_charge=+1 molar_mass_da=76.1
C 1.728 2.380 -0.021 -0.7538
C 0.197 0.487 -0.232 -0.5247
C -1.887 -2.607 -0.405 -0.2301
N 0.803 1.428 0.720 -0.1139
O -2.645 -3.635 -0.701 -0.4334
H 1.137 2.996 -0.666 0.3536
H 2.258 3.024 0.671 0.3390
H 2.365 1.721 -0.578 0.3542
H -0.646 -0.056 0.241 0.3226
H 1.035 -0.017 -0.762 0.3212
H -1.412 -2.350 0.583 0.1604
H -1.641 -1.807 -1.127 0.1646
H 1.272 0.959 1.455 0.3393
H -0.006 1.915 1.006 0.3428
H -2.560 -4.438 -0.185 0.3581



4.
16
Properties=species:S:1:pos:R:3:mulliken_charge:R:1 method="wB97M-V/def2-TZVPD" lumo_ev=4.166 energy_ev=-8857.41047 orbital_gap_ha=0.2398 e_above_lowest_ev=1.383 total_charge=-1 molar_mass_da=92.1
C -1.031 0.668 0.756 -0.4430
C 0.112 0.804 -0.258 -0.5375
C 0.072 -0.273 -1.413 -0.5659
O 1.064 -0.074 -2.280 -0.8638
N -0.817 1.428 1.997 -0.6615
H -1.353 -0.383 0.887 0.3367
H -1.981 0.989 0.278 0.2607
H 0.046 1.749 -0.797 0.3578
H 1.119 0.781 0.208 0.2868
H -0.887 -0.105 -2.005 0.2097
H 0.079 -1.335 -1.034 0.1590
H -0.608 2.378 1.726 0.2586
H -0.074 1.070 2.577 0.2441
H 1.602 -3.052 -0.758 0.3467
H 1.070 -1.911 -0.040 0.3405
O 1.588 -2.736 0.157 -0.7288



| no. | largest force on an atom (eV/A) |
| --- | --- |
| 1 | 0.44 |
| 2 | 1.45 |
| 3 | 3.79 |
| 4 | 1.78 |